(1)
C25H32CdGeIN2O2 | wB97M-V/def2-TZVPD

Maximum force = 1.8 eV/Å
Kohn-Sham gap (alpha / beta) = 7.834 / 6.578 eV
Spin multiplicity = 2
E_LUMO (alpha / beta) = 0.401 / -0.845 eV

Geometry as XYZ:
```
64
C25H32CdGeIN2O2 (wB97M-V/def2-TZVPD)
Cd -0.076 -1.087 -0.795
I -2.863 -2.947 -1.167
C -0.824 -2.894 -1.926
H -0.927 -2.689 -2.994
H -0.441 -3.903 -1.785
C -3.399 1.186 -1.501
Ge -1.405 1.043 -1.261
C -0.862 1.470 -3.141
C -1.265 2.650 -3.754
C -0.934 2.925 -5.069
C -0.196 2.013 -5.807
C 0.201 0.824 -5.220
C -0.125 0.568 -3.899
C -0.895 2.673 -0.219
C -1.841 3.361 0.496
C -1.502 4.423 1.345
C -0.197 4.795 1.501
C 0.821 4.125 0.791
C 2.182 4.479 0.919
C 3.151 3.796 0.239
C 2.801 2.745 -0.621
C 1.490 2.397 -0.781
C 0.463 3.057 -0.078
H -3.631 2.183 -1.861
H -3.969 0.999 -0.596
H -3.732 0.474 -2.253
H -1.845 3.367 -3.187
H -1.261 3.848 -5.529
H 0.066 2.225 -6.836
H 0.754 0.094 -5.796
H 0.209 -0.366 -3.448
H -2.879 3.075 0.412
H -2.285 4.941 1.880
H 0.071 5.598 2.175
H 2.453 5.301 1.572
H 4.193 4.060 0.354
H 3.571 2.216 -1.162
H 1.224 1.613 -1.476
C 3.416 -3.050 -0.651
C 3.291 -1.612 -1.017
O 2.300 -1.022 -1.350
H 4.223 -3.495 -1.232
H 2.474 -3.595 -0.813
H 3.698 -3.107 0.398
C -1.211 -4.568 3.478
N -0.322 -3.905 2.552
C -0.037 -4.675 1.362
C -0.030 -2.576 2.546
O 0.359 -2.021 1.511
N -0.169 -1.858 3.701
C -0.084 -0.413 3.616
C 0.015 -2.350 5.050
H -1.955 -5.136 2.916
H -1.740 -3.847 4.093
H -0.662 -5.271 4.110
H 0.437 -5.614 1.651
H 0.639 -4.111 0.723
H -0.953 -4.901 0.809
H -0.191 -0.092 2.579
H 0.878 -0.054 3.996
H -0.890 0.018 4.213
H 0.281 -3.401 5.064
H -0.888 -2.191 5.648
H 0.827 -1.790 5.525
```

=====

(2)
C25H32ClN2O7PPd | wB97M-V/def2-TZVPD

Maximum force = 3.7 eV/Å
Kohn-Sham gap (alpha / beta) = 5.570 / 3.581 eV
Spin multiplicity = 5
E_LUMO (alpha / beta) = -0.577 / -4.793 eV

Geometry as XYZ:
```
69
C25H32ClN2O7PPd (wB97M-V/def2-TZVPD)
Pd 9.358 10.452 12.647
N 8.173 9.092 11.616
C 6.839 9.599 11.388
C 6.681 11.101 11.805
O 5.678 11.720 11.476
N 7.676 11.583 12.595
C 7.852 12.954 12.920
C 9.274 13.327 13.295
O 9.458 14.559 13.404
O 10.198 12.376 13.285
H 8.150 8.071 11.851
H 8.662 9.248 10.686
H 6.562 9.602 10.328
H 6.025 9.108 11.946
H 7.466 13.617 12.032
H 7.242 13.280 13.757
Cl 11.327 20.183 10.855
C 10.324 18.911 10.484
C 10.448 17.646 11.081
C 9.483 16.652 10.778
C 8.559 16.870 9.677
C 7.811 15.764 9.362
C 8.543 18.153 9.027
C 9.313 19.134 9.524
H 11.136 17.392 11.920
H 9.445 15.772 11.478
H 8.087 14.736 9.742
H 6.970 15.739 8.610
H 7.954 18.269 8.122
H 9.250 20.136 9.105
O 8.074 7.263 9.450
C 8.438 8.270 8.769
O 9.290 9.134 9.061
C 7.803 8.421 7.416
C 7.791 7.331 6.535
C 7.274 7.445 5.275
C 6.817 8.681 4.910
O 6.599 9.182 3.603
C 6.440 10.627 3.763
O 6.470 10.929 5.150
C 6.757 9.719 5.814
C 7.226 9.664 7.129
H 8.207 6.420 6.884
H 7.414 6.628 4.570
H 5.449 10.981 3.406
H 7.238 11.117 3.242
H 7.294 10.577 7.710
C 12.139 10.864 10.328
C 12.610 10.283 11.680
P 11.366 9.229 12.531
C 11.587 7.627 11.604
C 10.722 6.486 12.197
C 12.028 9.108 14.202
C 13.476 8.744 14.299
H 12.161 10.156 9.532
H 12.779 11.728 10.128
H 11.097 11.238 10.388
H 12.768 11.056 12.439
H 13.571 9.807 11.528
H 12.623 7.419 11.698
H 11.351 7.886 10.583
H 11.485 5.655 12.366
H 9.960 6.128 11.474
H 10.141 6.675 13.100
H 11.385 8.429 14.736
H 11.910 10.145 14.622
H 13.583 7.642 14.506
H 13.883 9.281 15.184
H 13.968 9.196 13.390
```

=====

(3)
C25H32GeN2PtSi | wB97M-V/def2-TZVPD

Maximum force = 1.7 eV/Å
Kohn-Sham gap = 7.299 eV
Spin multiplicity = 1
E_LUMO = 0.218 eV

Geometry as XYZ:
```
62
C25H32GeN2PtSi (wB97M-V/def2-TZVPD)
Pt -0.182 0.662 -0.346
C -0.747 2.519 -1.968
C -1.899 2.126 -1.184
C -2.181 0.778 -1.446
C -1.098 0.273 -2.262
C -0.290 1.414 -2.659
H -0.314 3.507 -1.993
H -2.496 2.783 -0.570
H -3.037 0.217 -1.111
H -1.036 -0.723 -2.671
H 0.542 1.373 -3.344
C 0.588 1.989 4.926
N 0.794 2.009 3.487
C 1.710 2.774 2.801
C 1.530 2.492 1.483
N 0.520 1.570 1.358
C 0.097 1.306 2.578
H 1.534 2.187 5.423
H 0.239 1.004 5.226
H -0.142 2.740 5.224
H 2.394 3.435 3.305
H 2.051 2.871 0.622
H -0.688 0.611 2.826
C 4.778 -2.554 -0.013
Ge 3.878 -1.229 1.112
C 4.168 0.504 0.262
C 4.844 -1.177 2.820
C 1.977 -1.561 1.505
H 5.748 -2.133 -0.288
H 4.221 -2.761 -0.928
H 4.952 -3.490 0.517
H 5.240 0.612 0.077
H 3.855 1.316 0.915
H 3.638 0.585 -0.685
H 5.899 -0.938 2.671
H 4.777 -2.142 3.327
H 4.408 -0.417 3.473
H 1.485 -0.755 2.046
C 0.445 -5.454 2.586
C 1.594 -5.343 1.822
C 2.125 -4.096 1.511
C 1.534 -2.916 1.945
C 0.369 -3.053 2.702
C -0.174 -4.287 3.018
Si 1.093 -1.267 -0.236
C 0.184 -2.803 -0.813
C -1.106 -3.107 -0.363
C -1.791 -4.214 -0.843
C -1.201 -5.034 -1.798
C 0.073 -4.746 -2.263
C 0.759 -3.642 -1.769
H 0.035 -6.424 2.834
H 2.091 -6.232 1.452
H 2.997 -4.055 0.869
H -0.152 -2.155 3.027
H -1.084 -4.332 3.604
H 2.273 -1.252 -1.162
H -1.577 -2.462 0.370
H -2.785 -4.438 -0.477
H -1.736 -5.895 -2.179
H 0.534 -5.383 -3.009
H 1.760 -3.428 -2.132
```

=====

(4)
C25H32I2N3OSbTi | wB97M-V/def2-TZVPD

Maximum force = 0.6 eV/Å
Kohn-Sham gap = 6.793 eV
Spin multiplicity = 1
E_LUMO = -6.601 eV
Total charge = +2

Geometry as XYZ:
```
65
C25H32I2N3OSbTi (wB97M-V/def2-TZVPD)
Ti 0.264 -0.181 0.084
I -7.106 1.429 0.084
C -5.195 0.613 0.121
C -4.795 -0.159 1.204
C -3.514 -0.697 1.242
I -2.897 -1.830 2.869
C -2.650 -0.458 0.185
O -1.367 -0.906 0.184
C -3.042 0.321 -0.904
C -2.065 0.545 -2.027
N -0.770 1.151 -1.578
C -0.961 2.516 -1.035
C -1.281 2.456 0.433
C -2.162 3.329 1.043
C -2.397 3.207 2.404
C -1.749 2.209 3.119
C -0.883 1.377 2.444
N -0.638 1.504 1.129
C -4.322 0.851 -0.934
H -5.477 -0.342 2.023
H -2.517 1.193 -2.780
H -1.819 -0.406 -2.507
H -0.202 1.243 -2.416
H -1.743 3.053 -1.576
H -0.031 3.070 -1.176
H -2.667 4.084 0.456
H -3.089 3.876 2.899
H -1.921 2.067 4.176
H -0.377 0.568 2.958
H -4.642 1.450 -1.778
C 2.599 1.859 -0.205
N 2.258 0.721 0.674
C 2.350 1.166 2.085
C 3.234 -0.388 0.482
C 2.635 -1.676 0.967
C 3.418 -2.725 1.420
C 2.814 -3.931 1.757
C 1.438 -4.091 1.631
C 0.656 -3.048 1.155
C 1.245 -1.822 0.821
H 3.630 2.184 -0.041
H 1.939 2.697 0.013
H 2.495 1.568 -1.253
H 3.370 1.492 2.300
H 2.101 0.339 2.749
H 1.675 2.000 2.260
H 4.176 -0.145 0.982
H 3.453 -0.453 -0.588
H 4.491 -2.609 1.516
H 3.420 -4.750 2.120
H 0.978 -5.032 1.900
H -0.414 -3.183 1.047
C 1.379 -0.596 -4.075
Sb 1.070 -1.617 -2.234
C 2.752 -2.890 -2.154
C -0.464 -2.993 -2.726
H 1.490 -1.336 -4.866
H 2.289 0.000 -4.019
H 0.539 0.051 -4.327
H 2.799 -3.445 -3.090
H 2.626 -3.578 -1.320
H 3.672 -2.325 -2.027
H -0.018 -3.825 -3.269
H -1.209 -2.513 -3.358
H -0.935 -3.358 -1.816
```

=====

What did the fourth record say?
C25H32I2N3OSbTi | wB97M-V/def2-TZVPD

Maximum force = 0.6 eV/Å
Kohn-Sham gap = 6.793 eV
Spin multiplicity = 1
E_LUMO = -6.601 eV
Total charge = +2

Geometry as XYZ:
```
65
C25H32I2N3OSbTi (wB97M-V/def2-TZVPD)
Ti 0.264 -0.181 0.084
I -7.106 1.429 0.084
C -5.195 0.613 0.121
C -4.795 -0.159 1.204
C -3.514 -0.697 1.242
I -2.897 -1.830 2.869
C -2.650 -0.458 0.185
O -1.367 -0.906 0.184
C -3.042 0.321 -0.904
C -2.065 0.545 -2.027
N -0.770 1.151 -1.578
C -0.961 2.516 -1.035
C -1.281 2.456 0.433
C -2.162 3.329 1.043
C -2.397 3.207 2.404
C -1.749 2.209 3.119
C -0.883 1.377 2.444
N -0.638 1.504 1.129
C -4.322 0.851 -0.934
H -5.477 -0.342 2.023
H -2.517 1.193 -2.780
H -1.819 -0.406 -2.507
H -0.202 1.243 -2.416
H -1.743 3.053 -1.576
H -0.031 3.070 -1.176
H -2.667 4.084 0.456
H -3.089 3.876 2.899
H -1.921 2.067 4.176
H -0.377 0.568 2.958
H -4.642 1.450 -1.778
C 2.599 1.859 -0.205
N 2.258 0.721 0.674
C 2.350 1.166 2.085
C 3.234 -0.388 0.482
C 2.635 -1.676 0.967
C 3.418 -2.725 1.420
C 2.814 -3.931 1.757
C 1.438 -4.091 1.631
C 0.656 -3.048 1.155
C 1.245 -1.822 0.821
H 3.630 2.184 -0.041
H 1.939 2.697 0.013
H 2.495 1.568 -1.253
H 3.370 1.492 2.300
H 2.101 0.339 2.749
H 1.675 2.000 2.260
H 4.176 -0.145 0.982
H 3.453 -0.453 -0.588
H 4.491 -2.609 1.516
H 3.420 -4.750 2.120
H 0.978 -5.032 1.900
H -0.414 -3.183 1.047
C 1.379 -0.596 -4.075
Sb 1.070 -1.617 -2.234
C 2.752 -2.890 -2.154
C -0.464 -2.993 -2.726
H 1.490 -1.336 -4.866
H 2.289 0.000 -4.019
H 0.539 0.051 -4.327
H 2.799 -3.445 -3.090
H 2.626 -3.578 -1.320
H 3.672 -2.325 -2.027
H -0.018 -3.825 -3.269
H -1.209 -2.513 -3.358
H -0.935 -3.358 -1.816
```